(w)
Computed, not measured: 2 unconnected molecules or ions with the total composition H2NO3S2, with ωB97M-V with the def2-TZVPD basis set.

Summary:
HOMO energy (spin up / spin down): -5.43 / -3.52 eV
charge: -1
M: 128.15 g mol⁻¹

Bonds (Å) are listed after each position.
Element x y z (Å)
1 S 1.572 0.115 -0.027  O3 1.468, O4 1.474, O5 1.469
2 S -1.800 -1.789 -0.186  N6 1.705
3 O 2.936 -0.079 -0.531  S1 1.468
4 O 0.851 1.279 -0.572  S1 1.474
5 O 1.412 -0.077 1.421  S1 1.469
6 N -1.870 -0.086 -0.219  S2 1.705, H7 1.018, H8 1.013
7 H -1.020 0.341 -0.582  N6 1.018
8 H -2.080 0.296 0.696  N6 1.013

---

(x)
Computed, not measured: 2 unconnected molecules or ions with the total composition H2NO3S2, with ωB97M-V with the def2-TZVPD basis set.

Summary:
HOMO energy (spin up / spin down): -4.18 / -4.18 eV
charge: -1
M: 128.15 g mol⁻¹

Bonds (Å) are listed after each position.
Element x y z (Å)
1 S -1.316 3.482 -1.390  S2 1.950
2 S -0.302 2.164 -0.373  S1 1.950, O3 1.553, O4 1.463, O5 1.450
3 O -1.215 1.107 -1.050  S2 1.553
4 O -0.626 2.007 1.045  S2 1.463
5 O 1.111 2.123 -0.700  S2 1.450
6 N -0.406 -0.494 -0.196  H7 1.026, H8 1.023
7 H 0.431 0.047 0.050  N6 1.026
8 H -0.902 -0.329 0.684  N6 1.023

---

Consider the structures shown above. The least stable of them is (x).